(1)
A molecular structure, C7H14CuO5Si. Source: OMol25; level of theory: wB97M-V/def2-TZVPD.

Properties
net charge: +2
multiplicity: 2
expectation value of S²: 0.75
HOMO-LUMO gap (spin up / spin down): 9.2 / 6.4 eV

Cartesian coordinates (Å):
C: -1.350 -1.944 -0.962
Si: 0.134 -1.095 -0.273
C: 1.608 -1.240 -1.399
C: 0.442 -1.743 1.493
C: -0.258 0.900 0.015
C: 1.093 1.630 0.240
O: 2.022 1.075 1.073
O: 1.756 1.523 2.414
C: -1.439 1.207 0.944
O: -2.209 2.141 0.161
C: -2.133 1.661 -1.070
O: -2.922 1.418 -1.883
O: -0.686 1.341 -1.211
H: -2.302 -1.599 -0.575
H: -1.234 -2.979 -0.641
H: -1.359 -1.934 -2.045
H: 1.930 -0.296 -1.839
H: 1.376 -1.902 -2.225
H: 2.455 -1.608 -0.830
H: 0.609 -2.798 1.288
H: 1.296 -1.299 1.984
H: -0.470 -1.612 2.065
H: 1.585 1.658 -0.766
H: 0.850 2.651 0.550
H: 1.355 0.752 2.849
H: -2.057 0.316 1.041
H: -1.168 1.599 1.913
Cu: 1.074 2.176 -2.309

---

(2)
A single C3H8N2O2 molecule. Source: OMol25; level of theory: wB97M-V/def2-TZVPD.

Properties
net charge: 0
SMILES: NC(=O)CNCO
multiplicity: 1
HOMO-LUMO gap: 9.7 eV
ΔE to the lowest compared entry with this formula, charge and spin: 156.13 kJ/mol

Cartesian coordinates (Å):
O: 0.356 -2.114 1.083
C: -0.588 -1.444 0.605
N: -1.860 -1.901 0.488
C: -0.470 -0.090 -0.014
N: 0.912 0.388 -0.031
C: 1.338 1.694 -0.308
O: 0.957 1.960 -1.638
H: -1.953 -2.834 0.876
H: -2.627 -1.282 0.433
H: -0.992 -0.245 -0.937
H: -1.116 0.637 0.488
H: 1.392 -0.004 0.842
H: 0.879 2.400 0.369
H: 2.450 1.755 -0.155
H: 1.321 1.081 -2.101

---

(3)
A molecular structure, C36H59As3N3O8P2SW. Source: OMol25; level of theory: wB97M-V/def2-TZVPD.

Properties
net charge: +1
multiplicity: 3
expectation value of S²: 2.04
HOMO-LUMO gap (spin up / spin down): 5.5 / 7.0 eV
ΔE to the lowest compared entry with this formula, charge and spin: 0.00 kJ/mol

Cartesian coordinates (Å):
W: 0.079 0.318 -0.133
O: 0.099 -0.065 1.822
C: -0.698 0.340 2.802
C: -1.735 1.268 2.634
C: -2.457 1.690 3.779
C: -3.433 2.639 3.657
C: -3.767 3.230 2.437
C: -3.083 2.817 1.315
C: -2.080 1.838 1.378
O: -1.519 1.471 0.206
N: -4.162 3.057 4.872
O: -3.910 2.474 5.904
O: -5.008 3.913 4.742
H: -0.470 -0.053 3.786
H: -2.235 1.271 4.749
H: -4.543 3.978 2.391
H: -3.325 3.232 0.345
C: 4.006 -1.036 0.074
As: 2.736 0.403 0.364
C: 2.992 0.619 2.287
C: 3.879 1.777 -0.453
C: 3.776 3.257 -0.100
C: 4.213 3.510 1.348
C: 2.374 3.789 -0.314
As: 0.855 3.007 0.630
C: -0.443 4.100 -0.317
C: 0.752 3.792 2.419
C: 4.762 4.034 -1.000
As: 4.606 4.380 -2.961
C: 3.257 5.815 -2.926
C: 3.426 2.980 -3.671
H: 4.950 -0.668 0.478
H: 4.119 -1.254 -0.984
H: 3.721 -1.924 0.621
H: 4.006 0.982 2.452
H: 2.882 -0.349 2.767
H: 2.274 1.304 2.731
H: 3.787 1.617 -1.527
H: 4.874 1.429 -0.160
H: 3.515 3.107 2.084
H: 4.293 4.582 1.533
H: 5.193 3.071 1.545
H: 2.071 3.673 -1.356
H: 2.336 4.859 -0.084
H: 0.029 5.070 -0.480
H: -1.337 4.235 0.279
H: -0.687 3.641 -1.271
H: 1.005 4.848 2.307
H: 1.425 3.332 3.138
H: -0.272 3.695 2.775
H: 5.756 3.598 -0.864
H: 4.841 5.054 -0.609
H: 3.502 6.529 -2.140
H: 2.245 5.441 -2.773
H: 3.290 6.342 -3.878
H: 3.928 2.016 -3.726
H: 3.184 3.285 -4.690
H: 2.494 2.875 -3.119
C: -3.403 -1.440 1.141
P: -2.320 -1.202 -0.305
C: -2.005 -2.936 -0.816
N: -3.038 -3.671 -1.136
C: -2.822 -4.931 -1.586
C: -3.920 -5.744 -1.952
C: -3.687 -6.993 -2.450
C: -2.364 -7.481 -2.596
C: -1.291 -6.718 -2.238
C: -1.510 -5.421 -1.718
N: -0.459 -4.676 -1.293
C: -0.690 -3.479 -0.821
P: 0.718 -2.627 0.023
C: 2.077 -3.280 -1.007
C: 0.781 -3.585 1.634
C: 1.833 -2.953 2.545
C: -0.577 -3.472 2.322
C: 1.133 -5.060 1.419
C: -3.470 -0.422 -1.594
C: -4.402 -1.416 -2.295
C: -4.378 0.577 -0.857
C: -2.680 0.315 -2.676
H: -4.291 -1.980 0.808
H: -3.697 -0.480 1.562
H: -2.903 -2.023 1.908
H: -4.917 -5.343 -1.836
H: -4.514 -7.625 -2.743
H: -2.216 -8.476 -2.993
H: -0.273 -7.071 -2.326
H: 1.734 -4.191 -1.490
H: 2.946 -3.526 -0.404
H: 2.345 -2.541 -1.762
H: 1.580 -1.917 2.771
H: 2.836 -2.997 2.116
H: 1.866 -3.509 3.484
H: -0.873 -2.428 2.442
H: -0.509 -3.914 3.318
H: -1.359 -4.007 1.777
H: 2.160 -5.183 1.075
H: 0.476 -5.552 0.706
H: 1.044 -5.579 2.377
H: -4.956 -2.048 -1.607
H: -3.875 -2.054 -3.001
H: -5.121 -0.815 -2.859
H: -5.162 0.071 -0.294
H: -4.868 1.200 -1.608
H: -3.844 1.235 -0.182
H: -2.087 -0.362 -3.287
H: -2.029 1.089 -2.275
H: -3.402 0.805 -3.332
O: 0.311 0.565 -4.041
S: 0.871 0.318 -2.763
O: 2.240 -0.100 -2.678
O: -0.011 -0.686 -1.932
O: 0.602 1.506 -1.789

---

(4)
2 unconnected molecules or ions with the total composition C21H31F3N5O2PS2. Source: OMol25; level of theory: wB97M-V/def2-TZVPD.

Properties
net charge: 0
SMILES: CCCNc1nc2c([PH2]=N)c(CCN)cc(S)c2nc1CCC(F)=C(F)F.O=S1(=O)CCCC1
multiplicity: 1
HOMO-LUMO gap: 7.8 eV

Cartesian coordinates (Å):
C: 2.363 5.296 3.826
C: 0.894 5.251 3.400
C: 0.662 4.042 2.502
N: -0.710 4.055 1.978
C: -1.151 2.868 1.417
N: -0.278 2.087 0.858
C: -0.720 0.915 0.334
C: 0.216 0.047 -0.270
P: 1.906 0.678 -0.373
N: 2.127 1.707 -1.542
C: -0.197 -1.165 -0.769
C: 0.748 -2.149 -1.400
C: 1.603 -2.946 -0.396
N: 1.276 -4.382 -0.463
C: -1.565 -1.513 -0.672
C: -2.485 -0.681 -0.118
S: -4.172 -1.189 -0.102
C: -2.078 0.567 0.406
N: -2.987 1.411 0.966
C: -2.554 2.530 1.448
C: -3.588 3.449 2.051
C: -4.107 2.932 3.408
C: -2.987 2.588 4.331
F: -2.446 1.359 4.203
C: -2.473 3.409 5.228
F: -1.355 3.182 5.897
F: -3.010 4.572 5.565
H: 2.985 5.457 2.944
H: 2.649 4.321 4.226
H: 2.557 6.072 4.561
H: 0.268 5.161 4.293
H: 0.632 6.148 2.838
H: 0.833 3.132 3.088
H: 1.373 4.076 1.678
H: -1.329 4.317 2.735
H: 2.688 -0.476 -0.532
H: 2.187 1.148 0.917
H: 2.426 2.609 -1.192
H: 1.423 -1.626 -2.073
H: 0.200 -2.864 -2.013
H: 2.662 -2.818 -0.618
H: 1.445 -2.548 0.614
H: 0.309 -4.497 -0.176
H: 1.829 -4.876 0.229
H: -1.877 -2.477 -1.050
H: -4.502 -0.713 1.101
H: -4.424 3.465 1.349
H: -3.239 4.477 2.127
H: -4.740 3.692 3.861
H: -4.709 2.042 3.223
C: 1.015 -5.252 -5.944
C: 0.929 -5.784 -4.505
C: 2.219 -5.374 -3.784
S: 2.778 -3.866 -4.588
O: 4.036 -4.118 -5.244
O: 2.630 -2.758 -3.680
C: 1.485 -3.806 -5.826
H: 0.058 -5.317 -6.459
H: 1.744 -5.834 -6.513
H: 0.069 -5.337 -4.002
H: 0.797 -6.864 -4.481
H: 2.062 -5.164 -2.727
H: 3.008 -6.114 -3.906
H: 1.894 -3.392 -6.744
H: 0.696 -3.159 -5.441

---

(5)
A single C4H8O molecule. Source: OMol25; level of theory: wB97M-V/def2-TZVPD.

Properties
net charge: 0
SMILES: C[C@@H]1O[C@@H]1C
multiplicity: 1
HOMO-LUMO gap: 11.2 eV
ΔE to the lowest compared entry with this formula, charge and spin: 228.71 kJ/mol

Cartesian coordinates (Å):
C: -1.573 0.476 -0.132
C: -0.679 -0.709 0.202
C: 0.682 -0.723 0.342
C: 1.554 0.428 -0.129
H: -2.371 0.168 -0.764
H: -0.910 1.169 -0.735
H: -2.171 0.955 0.756
H: -1.064 -1.386 0.983
H: 0.987 -1.419 1.202
H: 1.079 1.166 -0.901
H: 2.516 0.210 -0.780
H: 1.962 1.104 0.649
O: -0.012 -1.438 -0.693

---

(6)
A molecular structure, CH2FLi. Source: OMol25; level of theory: wB97M-V/def2-TZVPD.

Properties
net charge: 0
multiplicity: 1
HOMO-LUMO gap: 5.8 eV

Cartesian coordinates (Å):
H: -0.021 1.390 -0.329
Li: -1.064 0.608 1.261
C: 0.229 -0.226 -0.102
F: -0.397 -1.148 -0.890
H: 1.253 -0.624 0.060

---

(7)
A molecular structure, C29H38F15GeN4O4STl. Source: OMol25; level of theory: wB97M-V/def2-TZVPD.

Properties
net charge: -2
multiplicity: 1
HOMO-LUMO gap: 6.0 eV
ΔE to the lowest compared entry with this formula, charge and spin: 98.65 kJ/mol

Cartesian coordinates (Å):
Tl: 0.380 0.237 -0.399
C: -3.470 1.902 -0.921
O: -2.220 2.276 -0.394
C: -2.358 2.778 0.920
C: -1.014 3.009 1.567
O: -0.667 1.841 2.279
C: 0.373 2.065 3.214
H: -4.141 2.768 -0.999
H: -3.948 1.145 -0.289
H: -3.301 1.480 -1.909
H: -2.902 2.055 1.541
H: -2.934 3.713 0.896
H: -1.101 3.853 2.262
H: -0.247 3.255 0.823
H: 1.282 2.397 2.712
H: 0.542 1.119 3.732
H: 0.063 2.815 3.955
N: 1.310 -0.799 1.615
N: 2.053 -1.955 1.456
C: 2.894 -2.101 0.415
N: 3.522 -3.317 0.364
S: 3.197 -0.905 -0.693
H: 1.823 -0.097 2.136
H: 0.325 -1.011 1.969
H: 1.668 -2.774 1.903
H: 2.990 -4.096 0.726
H: 3.892 -3.499 -0.554
C: 0.566 2.823 -4.844
Ge: -0.087 2.795 -2.972
C: 1.074 4.036 -2.013
C: -1.831 3.722 -3.122
C: 0.124 0.908 -2.561
H: 0.518 3.843 -5.243
H: -0.021 2.163 -5.493
H: 1.605 2.481 -4.860
H: 0.818 5.066 -2.280
H: 2.116 3.846 -2.276
H: 0.985 3.909 -0.932
H: -1.686 4.630 -3.718
H: -2.200 4.000 -2.133
H: -2.584 3.100 -3.614
H: -0.860 0.405 -2.658
C: 2.010 -5.511 -2.044
C: 1.073 -5.531 -1.012
C: 0.299 -4.409 -0.740
C: 0.423 -3.228 -1.499
C: 1.379 -3.223 -2.526
C: 2.158 -4.344 -2.790
N: -0.387 -2.128 -1.244
C: -1.713 -2.300 -1.476
C: -2.237 -3.348 -2.291
C: -3.589 -3.446 -2.574
C: -4.509 -2.538 -2.058
C: -4.023 -1.527 -1.227
C: -2.678 -1.406 -0.933
H: 2.613 -6.386 -2.257
H: 0.944 -6.428 -0.414
H: -0.444 -4.426 0.052
H: 1.490 -2.311 -3.102
H: 2.881 -4.311 -3.599
H: -1.550 -4.069 -2.715
H: -3.935 -4.249 -3.219
H: -5.565 -2.618 -2.282
H: -4.727 -0.828 -0.782
H: -2.327 -0.652 -0.234
F: 3.905 2.474 -1.430
C: 4.556 2.650 -0.280
F: 5.330 1.562 -0.092
F: 5.415 3.691 -0.458
C: 3.512 2.871 0.906
O: 2.333 2.345 0.690
C: 3.382 4.442 1.130
F: 3.153 5.073 -0.037
F: 4.450 5.046 1.705
F: 2.325 4.705 1.918
C: 4.190 2.295 2.217
F: 5.506 2.575 2.354
F: 4.056 0.961 2.267
F: 3.581 2.783 3.322
C: -3.407 -1.823 2.726
C: -1.894 -1.926 3.002
O: -1.123 -1.391 2.054
C: -1.635 -1.263 4.389
F: -0.327 -1.271 4.721
F: -2.298 -1.840 5.427
F: -2.020 0.026 4.367
C: -1.555 -3.446 3.122
F: -1.827 -4.063 1.960
F: -2.231 -4.128 4.082
F: -0.238 -3.653 3.371
H: -3.669 -0.765 2.688
H: -4.008 -2.323 3.489
H: -3.597 -2.265 1.748

---

(8)
3 unconnected molecules or ions with the total composition C2H9NO3. Source: OMol25; level of theory: wB97M-V/def2-TZVPD.

Properties
net charge: 0
SMILES: C=N.CO.OO
multiplicity: 1
HOMO-LUMO gap: 10.5 eV
ΔE to the lowest compared entry with this formula, charge and spin: 487.72 kJ/mol

Cartesian coordinates (Å):
C: 1.078 -1.674 -0.200
N: 0.367 -1.481 0.824
O: 1.173 1.077 -0.905
O: 2.220 1.262 0.049
H: 2.689 2.036 -0.297
H: -0.551 -0.144 0.797
H: 0.763 -1.816 1.708
H: 0.679 -1.388 -1.166
H: 2.016 -2.230 -0.216
C: -2.197 0.639 -0.081
O: -0.960 0.787 0.577
H: 0.312 1.103 -0.326
H: -2.918 0.119 0.557
H: -2.092 0.076 -1.015
H: -2.580 1.634 -0.306